[1]
Formula: C5H6INO2
Source: OMol25
Level of theory: ωB97M-V/def2-TZVPD

Last column: Löwdin charge in e.
Positions of all 15 atoms, in Å:
C (0.391, -0.360, -0.192)  -0.2036
C (-2.854, -2.586, -0.485)  -0.1466
C (-2.609, -1.329, -0.416)  -0.7076
C (1.274, 1.586, -0.480)  -0.1257
C (1.948, 1.224, 0.895)  -0.1982
N (1.314, -0.927, 0.438)  0.0764
O (0.083, 0.817, -0.570)  -0.0476
O (2.292, -0.117, 1.074)  -0.1187
I (-3.414, 0.452, 0.120)  0.8360
H (-3.801, -2.984, -0.585)  0.0271
H (-2.033, -3.257, -0.549)  0.0486
H (1.193, 2.703, -0.507)  0.1378
H (1.939, 1.376, -1.411)  0.1653
H (2.778, 1.873, 0.766)  0.0997
H (1.501, 1.529, 1.901)  0.1570

The value obtained for the LUMO energy (spin up / spin down) is 0.4 / -1.1 eV. The calculation puts the energy above the lowest of the compared OMol25 structures with the same formula, charge and spin at 374.4 kJ/mol. The spin multiplicity is 3. Its HOMO energy (spin up / spin down) is -8.0 / -9.3 eV. The molar mass is 239.012 g/mol. The HOMO-LUMO gap (spin up / spin down) comes out at 8.396 / 8.196 eV. The total energy is -696.73438 Ha.

***

[2]
Formula: C21H28Cl3I2NO4
Source: OMol25
Level of theory: ωB97M-V/def2-TZVPD

Last column: Löwdin charge in e.
Positions of all 59 atoms, in Å:
C (3.271, -4.292, -0.654)  -0.1208
C (1.760, -4.447, -1.213)  -0.2417
C (0.635, -4.139, -0.081)  -0.5882
Cl (0.797, -5.281, 1.382)  0.5554
C (0.772, -2.595, 0.325)  -0.1086
C (1.763, -2.295, 1.509)  0.0398
C (2.014, -0.859, 2.033)  -0.0094
C (1.249, 0.252, 1.268)  0.0138
C (0.299, 0.022, 0.079)  -0.1086
C (-0.344, 1.329, -0.583)  -0.7112
I (0.462, 2.403, -2.280)  0.7994
C (-1.540, 1.802, 0.060)  -0.7370
C (-2.184, 1.087, 1.341)  -0.1613
I (-2.521, 3.573, -0.755)  0.7464
C (0.005, -1.445, -0.429)  -0.1017
C (-0.986, -1.751, -1.668)  -0.5681
Cl (-2.619, -0.909, -1.502)  0.6459
C (-0.291, -1.562, -3.113)  -0.6374
C (-1.133, -0.673, -4.150)  -0.1796
Cl (1.473, -0.979, -2.966)  0.5343
C (1.731, 1.568, 2.016)  -0.3016
O (1.449, 2.778, 1.802)  0.0563
N (2.625, 1.161, 3.137)  0.1123
C (2.916, -0.303, 3.215)  -0.3245
O (3.682, -0.864, 4.021)  0.0756
H (4.049, -4.790, -1.325)  0.0806
H (3.468, -3.158, -0.590)  0.0786
H (3.343, -4.695, 0.415)  0.0532
H (1.636, -3.599, -1.993)  0.0735
H (1.578, -5.424, -1.773)  0.1120
H (-0.363, -4.412, -0.557)  0.0917
H (2.349, -3.131, 2.041)  0.0972
H (-2.391, -0.011, 1.107)  0.0444
H (-1.530, 1.173, 2.286)  0.0958
H (-3.144, 1.678, 1.584)  0.0706
H (-1.222, -2.878, -1.578)  0.0945
H (-0.201, -2.607, -3.599)  0.1089
H (-2.229, -1.006, -4.256)  0.0745
H (-1.074, 0.458, -3.938)  0.0230
H (-0.678, -0.805, -5.206)  0.0891
H (3.597, 1.529, 3.072)  0.1544
C (-3.124, -2.582, 3.962)  -0.0872
C (-3.289, -1.076, 3.908)  -0.3056
O (-3.723, -0.675, 2.613)  -0.1308
H (-2.399, -2.915, 3.215)  0.0734
H (-2.785, -2.902, 4.950)  0.0763
H (-4.069, -3.083, 3.735)  0.0734
H (-2.338, -0.580, 4.114)  0.1112
H (-4.023, -0.737, 4.646)  0.1108
H (-4.569, -1.111, 2.441)  0.0970
C (1.707, 7.435, -2.501)  -0.0946
C (0.277, 7.127, -2.103)  -0.3258
O (-0.403, 6.482, -3.173)  -0.1057
H (1.729, 8.076, -3.386)  0.0760
H (2.238, 7.936, -1.688)  0.0736
H (2.243, 6.517, -2.758)  0.0701
H (-0.262, 8.048, -1.868)  0.1130
H (0.247, 6.476, -1.224)  0.1032
H (0.073, 5.664, -3.369)  0.0500

The value obtained for the LUMO energy is -1.3 eV. The spin multiplicity is 1. Its HOMO energy is -8.6 eV. The molar mass is 718.625 g/mol. The HOMO-LUMO gap comes out at 7.375 eV. The total energy is -3148.41467 Ha.

***

[3]
Formula: C21H46O8PS
Source: OMol25
Level of theory: ωB97M-V/def2-TZVPD

Last column: Löwdin charge in e.
Positions of all 77 atoms, in Å:
C (-4.093, 0.436, -0.502)  -0.1328
C (-4.238, 1.648, 0.429)  -0.3348
C (-3.717, 1.373, 1.841)  -0.3761
P (-1.842, 1.466, 2.000)  0.3744
S (-2.081, 3.716, 2.214)  0.3710
O (-1.987, 1.202, 3.752)  -0.3609
C (-1.966, -0.149, 4.095)  -0.2674
C (-1.089, -0.823, 3.051)  -0.4125
C (-1.179, -2.352, 3.068)  -0.1539
O (-0.865, -2.988, 1.840)  -0.1015
C (0.477, -2.785, 1.457)  -0.2745
O (0.628, -3.007, 0.106)  -0.0838
C (-0.117, -2.121, -0.714)  -0.1669
C (0.696, -0.891, -1.117)  -0.2195
O (1.379, -0.274, -0.039)  -0.0683
O (-1.574, -0.290, 1.848)  -0.3159
H (-3.126, -0.061, -0.347)  0.0510
H (-4.169, 0.706, -1.563)  0.0564
H (-4.871, -0.312, -0.297)  0.0665
H (-5.303, 1.919, 0.472)  0.0918
H (-3.713, 2.523, 0.012)  0.0759
H (-4.036, 0.369, 2.164)  0.0773
H (-4.118, 2.096, 2.562)  0.0451
H (-1.682, 1.597, 0.568)  -0.0113
H (-0.430, 1.635, 2.189)  -0.0059
H (-0.805, 3.939, 2.534)  -0.2777
H (-2.991, -0.572, 4.073)  0.1130
H (-1.581, -0.266, 5.126)  0.1201
H (-0.048, -0.484, 3.235)  0.1372
H (-0.495, -2.726, 3.851)  0.1275
H (-2.192, -2.685, 3.315)  0.1276
H (1.124, -3.520, 1.957)  0.1386
H (0.778, -1.769, 1.721)  0.1134
H (-0.409, -2.684, -1.608)  0.1101
H (-1.031, -1.801, -0.198)  0.1166
H (-0.006, -0.175, -1.574)  0.1257
H (1.458, -1.146, -1.864)  0.0983
H (0.729, 0.199, 0.483)  0.0598
C (3.503, 5.176, 4.049)  -0.1748
C (3.896, 4.729, 2.640)  -0.1736
C (2.764, 3.762, 2.305)  -0.2027
O (1.617, 4.255, 2.986)  -0.1599
C (1.984, 5.253, 3.927)  -0.2085
H (3.949, 6.125, 4.350)  0.1043
H (3.788, 4.416, 4.780)  0.1099
H (3.884, 5.581, 1.956)  0.1098
H (4.878, 4.259, 2.586)  0.1055
H (2.989, 2.749, 2.658)  0.1189
H (2.536, 3.707, 1.240)  0.1207
H (1.667, 6.237, 3.561)  0.1174
H (1.461, 5.054, 4.864)  0.1193
C (5.720, -1.849, -2.690)  -0.1729
C (4.616, -1.304, -1.783)  -0.1651
C (4.241, -0.013, -2.497)  -0.1948
O (4.462, -0.256, -3.893)  -0.1422
C (5.192, -1.465, -4.067)  -0.2205
H (5.879, -2.922, -2.588)  0.1072
H (6.666, -1.340, -2.489)  0.1090
H (3.764, -1.987, -1.765)  0.1092
H (4.930, -1.135, -0.755)  0.1149
H (4.874, 0.820, -2.175)  0.1172
H (3.201, 0.269, -2.343)  0.1044
H (4.525, -2.241, -4.460)  0.1146
H (5.983, -1.290, -4.800)  0.1113
C (-4.093, -2.653, -5.094)  -0.1719
C (-3.592, -3.938, -4.432)  -0.1706
C (-2.337, -3.440, -3.720)  -0.2165
O (-2.594, -2.086, -3.367)  -0.1447
C (-3.768, -1.617, -4.022)  -0.2094
H (-5.153, -2.675, -5.346)  0.1070
H (-3.527, -2.450, -6.005)  0.1100
H (-4.322, -4.298, -3.704)  0.1125
H (-3.383, -4.743, -5.135)  0.1064
H (-1.465, -3.480, -4.383)  0.1178
H (-2.106, -4.000, -2.813)  0.1141
H (-4.582, -1.531, -3.295)  0.1151
H (-3.564, -0.624, -4.425)  0.1179

The value obtained for the LUMO energy is 2.6 eV. The spin multiplicity is 1. Its HOMO energy is -4.3 eV. The molar mass is 489.632 g/mol. The HOMO-LUMO gap comes out at 6.899 eV. The total energy is -2169.16250 Ha. The net charge is -1.

***

[4]
Formula: CH2NO3S
Source: OMol25
Level of theory: ωB97M-V/def2-TZVPD

Last column: Löwdin charge in e.
Positions of all 8 atoms, in Å:
C (-2.672, 0.695, -0.093)  -0.7400
N (0.155, -0.264, 0.339)  -0.3612
O (-3.755, 0.388, 0.203)  0.0323
O (-1.943, 1.546, -0.505)  -0.0206
O (-1.510, -2.014, -0.773)  -0.6841
S (-1.310, -1.094, 0.421)  0.6834
H (0.045, 0.392, -0.502)  0.0307
H (0.177, 0.448, 1.164)  0.0594

The value obtained for the LUMO energy is 3.9 eV. The calculation puts the energy above the lowest of the compared OMol25 structures with the same formula, charge and spin at 81.5 kJ/mol. The spin multiplicity is 1. Its HOMO energy is -2.6 eV. The molar mass is 108.098 g/mol. The HOMO-LUMO gap comes out at 6.485 eV. The total energy is -718.01039 Ha. The net charge is -1.

***

[5]
Formula: C12H25N3O3
Source: OMol25
Level of theory: ωB97M-V/def2-TZVPD

Last column: Löwdin charge in e.
Positions of all 43 atoms, in Å:
C (-0.749, 0.483, 0.762)  -0.3157
C (-0.471, -0.752, -0.131)  -0.4165
C (0.041, 0.407, 2.089)  -0.1383
C (-0.616, -0.404, 3.222)  -0.1881
C (-0.594, -1.933, 3.051)  -0.1941
C (-1.963, -2.582, 3.275)  -0.2823
C (1.513, 0.285, -1.384)  -0.1986
C (2.216, 1.038, -0.257)  -0.5025
C (0.782, 1.221, -2.365)  -0.3304
C (1.798, 2.132, -3.059)  -0.0486
C (-0.035, 0.410, -3.386)  -0.2232
C (-0.823, 1.275, -4.358)  -0.1079
H (-2.586, -0.107, 1.454)  0.0434
H (-2.646, 0.873, 0.125)  0.0911
H (-0.356, 1.341, 0.233)  0.1124
H (1.046, 0.042, 1.889)  0.1002
H (0.130, 1.431, 2.453)  0.1181
H (-1.633, -0.039, 3.355)  0.0991
H (-0.053, -0.160, 4.118)  0.1022
H (0.133, -2.393, 3.749)  0.1127
H (-0.250, -2.203, 2.051)  0.0933
H (-2.320, -2.311, 4.272)  0.1089
H (-1.828, -3.670, 3.240)  0.1018
H (-2.611, -2.315, 1.339)  0.0558
H (-3.830, -2.526, 2.443)  0.0694
H (0.761, -1.679, -1.342)  0.1447
H (2.289, -0.208, -1.916)  0.1482
H (0.088, 1.850, -1.802)  0.1361
H (1.271, 2.860, -3.708)  0.0857
H (2.382, 2.699, -2.369)  0.0628
H (2.490, 1.529, -3.688)  0.1013
H (-0.745, -0.241, -2.850)  0.1107
H (0.654, -0.225, -3.955)  0.1189
H (-1.474, 0.650, -4.962)  0.0678
H (-0.199, 1.860, -5.042)  0.0667
H (-1.482, 1.986, -3.811)  0.0908
H (3.536, 0.828, 1.048)  0.1501
N (-2.145, 0.710, 1.010)  0.0616
N (-2.931, -2.086, 2.288)  -0.0090
N (0.703, -0.810, -0.843)  0.1282
O (-1.239, -1.703, -0.190)  0.0388
O (2.001, 2.174, 0.073)  0.1222
O (3.144, 0.271, 0.334)  0.1125

The value obtained for the LUMO energy is 0.6 eV. The calculation puts the energy above the lowest of the compared OMol25 structures with the same formula, charge and spin at 7.1 kJ/mol. The spin multiplicity is 1. Its HOMO energy is -8.8 eV. The structure (SMILES) is CC[C@H](C)[C@H](NC(=O)[C@@H](N)CCCCN)C(=O)O. The molar mass is 259.350 g/mol. The HOMO-LUMO gap comes out at 9.455 eV. The total energy is -862.27462 Ha.

***

[6]
Formula: C5H13NO3S
Source: OMol25
Level of theory: ωB97M-V/def2-TZVPD

Last column: Löwdin charge in e.
Positions of all 23 atoms, in Å:
C (-0.095, 0.711, 2.735)  -0.0405
C (1.242, -0.638, -1.773)  -0.1228
C (-0.901, -1.087, -1.119)  -0.0807
C (-0.035, 1.168, -0.789)  -0.0406
C (-0.191, -0.689, 2.128)  -0.3878
N (0.223, -0.266, -0.773)  -0.3955
O (2.318, -0.373, 1.232)  -0.2654
O (0.753, -1.538, 2.779)  -0.1697
O (1.200, -2.430, 0.477)  -0.2578
S (1.165, -1.225, 1.211)  0.6619
H (-0.245, 0.735, 3.777)  0.0719
H (0.940, 0.956, 2.755)  0.0678
H (-0.612, 1.558, 2.370)  0.0664
H (0.946, -0.393, -2.881)  0.1194
H (2.151, -0.083, -1.619)  0.0751
H (1.604, -1.686, -1.893)  0.0997
H (-1.536, -1.025, -0.336)  0.0514
H (-1.201, -0.753, -2.071)  0.0868
H (-0.483, -2.040, -1.042)  0.0712
H (0.837, 1.776, -0.651)  0.0974
H (-0.527, 1.249, -1.825)  0.1225
H (-0.685, 1.403, -0.069)  0.0302
H (-1.183, -1.104, 1.809)  0.1391

The value obtained for the LUMO energy is 0.8 eV. The calculation puts the energy above the lowest of the compared OMol25 structures with the same formula, charge and spin at 333.8 kJ/mol. The spin multiplicity is 1. Its HOMO energy is -9.4 eV. The structure (SMILES) is C[C@@H]1OS1(=O)=O.CN(C)C. The molar mass is 167.230 g/mol. The HOMO-LUMO gap comes out at 10.191 eV. The total energy is -876.82648 Ha.